No. 1
5
Properties=species:S:1:pos:R:3 method="wB97M-V/def2-TZVPD" molar_mass_g_mol=226.904 total_energy_ha=-1508.212892 homo_energy_ev=-8.950 gap_ev=8.1
Si 1.51129 -0.93276 -1.57130
Cl 1.47365 0.67772 -2.65255
Cl -3.12301 0.05742 1.40990
I 2.34322 -0.27917 0.59016
H -2.20515 0.47679 2.22378

---

No. 2
5
Properties=species:S:1:pos:R:3 method="wB97M-V/def2-TZVPD" molar_mass_g_mol=117.988 total_energy_ha=-1373.775683 homo_energy_ev="-9.884 / -9.740" gap_ev="7.9 / 7.8"
N -0.59833 -0.29596 0.70545
S 1.41252 0.77569 0.38275
Cl -0.38842 -1.75983 -0.09999
Cl -1.73082 0.71426 -0.04518
H 1.30506 0.56585 -0.94302

---

No. 3
3
Properties=species:S:1:pos:R:3 method="wB97M-V/def2-TZVPD" charge=-1 molar_mass_g_mol=110.004 total_energy_ha=-1520.409129 homo_energy_ev=-4.277 gap_ev=5.2
K 0.54414 0.33901 1.95203
Cl -1.48571 -2.81750 -0.14551
Cl 0.94157 2.47848 -1.80653

---

No. 4
14
Properties=species:S:1:pos:R:3 method="wB97M-V/def2-TZVPD" charge=-3 molar_mass_g_mol=260.902 total_energy_ha=-1802.005521 homo_energy_ev=2.654 gap_ev=5.6
N 0.81954 -1.56404 -0.65751
O -0.33622 -1.78529 -0.95482
O 1.60762 -2.41744 -0.10707
O 1.41068 -0.47129 -0.86465
Cl -0.94559 1.89301 -2.23818
O 0.45868 1.69320 -2.57161
O -1.83827 0.94921 -2.86249
O -1.17019 1.75045 -0.82921
O -0.98953 3.24455 -2.81034
Cl 0.18318 -0.64353 2.82103
O -0.91833 -0.74820 1.86560
O 1.08706 0.36813 2.32317
O -0.28842 -0.39142 4.13240
O 0.91981 -1.87735 2.75369

---

No. 5
7
Properties=species:S:1:pos:R:3 method="wB97M-V/def2-TZVPD" molar_mass_g_mol=163.884 total_energy_ha=-1542.135911 homo_energy_ev="-10.196 / -9.751" gap_ev="8.1 / 7.8"
N 1.44220 -0.09703 0.46120
O 1.94317 0.91568 0.80108
O 1.71933 -1.24960 0.34461
O -1.20696 -0.01079 -1.96843
P -0.83450 0.10151 -0.58079
Cl -1.41595 -1.30695 0.65068
Cl -1.64729 1.64718 0.29165

---

No. 6
7
Properties=species:S:1:pos:R:3 method="wB97M-V/def2-TZVPD" charge=-1 molar_mass_g_mol=181.944 total_energy_ha=-1885.774540 homo_energy_ev=-5.079 gap_ev=8.8
O -0.93535 -0.54107 -0.56420
O -0.49717 1.81045 -0.07668
O 0.91025 -1.71760 0.54494
P -0.67833 1.08793 -1.33066
S 0.30296 -0.39087 0.47054
Cl 1.46771 0.70796 -1.67028
Cl -0.79944 -0.44859 2.25472

---

No. 7
7
Properties=species:S:1:pos:R:3 method="wB97M-V/def2-TZVPD" charge=-1 molar_mass_g_mol=181.944 total_energy_ha=-1885.793022 homo_energy_ev=-4.873 gap_ev=8.5
O 0.10065 -0.08842 -0.99844
O -1.34114 -1.83602 0.38737
O 1.31053 1.78397 -0.29402
P -1.47638 -0.67687 -0.55877
S 0.77283 0.58043 0.26437
Cl -1.76559 0.97647 0.80794
Cl 2.39910 -0.73956 0.39155

---

No. 8
7
Properties=species:S:1:pos:R:3 method="wB97M-V/def2-TZVPD" molar_mass_g_mol=183.037 total_energy_ha=-1942.396473 homo_energy_ev="-10.290 / -9.866" gap_ev="8.0 / 6.8"
O -0.04088 2.04378 1.40556
O 1.76828 -1.47222 0.36250
O -0.30903 -1.99511 -0.80685
S -0.95722 0.94439 1.31448
S 0.60960 -1.05119 -0.31680
Cl -2.29592 1.07952 -0.24630
Cl 1.22517 0.45082 -1.71260

---

No. 9
11
Properties=species:S:1:pos:R:3 method="wB97M-V/def2-TZVPD" charge=+1 molar_mass_g_mol=403.281 total_energy_ha=-1693.569227 homo_energy_ev=-15.186 gap_ev=4.1
Tl -6.82053 3.99522 -24.00531
Cl -7.91033 6.51794 -22.18048
O -8.13530 5.93626 -20.90715
O -9.21728 6.14275 -22.78767
O -7.57764 7.86631 -22.24222
O -6.98336 5.76874 -23.13176
Cl -9.57150 3.67181 -25.05232
O -10.39207 4.69653 -24.60399
O -10.63571 2.68734 -24.93098
O -9.31768 4.08724 -26.39389
O -8.57417 3.08327 -24.30952

---

No. 10
6
Properties=species:S:1:pos:R:3 method="wB97M-V/def2-TZVPD" charge=-2 molar_mass_g_mol=139.239 total_energy_ha=-1495.734365 homo_energy_ev=-1.052 gap_ev=4.8
Li 0.15387 2.43596 -0.23006
Li -0.09902 -0.50728 -0.06413
Cl 0.88192 -0.73194 2.42458
Cl -2.22735 0.73507 -0.20594
Cl -0.21649 -2.71810 -1.34105
F 1.50706 0.78626 -0.58338